Record 1
Here is the molecule C19H23N3O3 in a non-equilibrium geometry from the Open Molecules 2025 dataset. Energies are from ωB97M-V/def2-TZVPD.

```
48
Properties=species:S:1:pos:R:3:forces:R:3:nbo_charge:R:1
C 7.19404 0.84697 3.09605 0.7 2.9 -0.8 -0.262
O 5.90502 1.32478 2.68925 -0.9 -0.6 1.6 -0.553
C 4.85672 0.92464 3.61520 2.5 -0.8 2.1 0.105
C 4.45024 -0.54619 3.43888 0.0 0.5 1.1 -0.432
C 3.54588 -0.76576 2.24515 -1.0 1.0 0.2 -0.215
N 2.47903 0.33716 2.17878 1.9 0.6 0.4 -0.431
C 1.22884 0.14472 1.66382 -2.3 -1.2 -1.2 0.528
C 0.60495 -0.95757 1.12185 2.1 -3.2 -0.2 -0.408
C -0.66186 -0.64631 0.57287 2.9 1.2 0.7 0.053
C -1.36536 -1.58102 -0.31010 -3.2 0.3 -2.4 0.649
O -1.19262 -2.77935 -0.35840 0.8 -0.2 0.8 -0.583
N -2.35800 -1.06737 -1.18609 3.3 -0.1 3.1 -0.427
C -3.35629 -1.89254 -1.75444 -2.0 1.7 0.5 -0.197
C -4.18763 -0.51289 -1.96073 -0.6 0.3 -2.1 -0.225
C -4.83840 -0.26153 -3.37546 -0.9 1.6 -1.6 -0.002
C -6.02622 0.66043 -3.60880 2.3 -2.4 1.1 -0.216
C -6.56009 0.81655 -4.86309 -1.4 1.7 -0.6 -0.219
C -6.10757 0.11166 -5.99636 -0.4 -0.5 0.3 -0.218
C -5.09206 -0.80591 -5.79314 0.9 1.9 1.9 -0.207
C -4.34003 -0.85576 -4.57841 -0.1 -0.4 1.9 -0.221
C -2.91762 0.26749 -1.33239 -1.6 -1.9 0.2 -0.198
N -0.88235 0.63702 0.74222 0.4 0.1 1.3 -0.123
O 0.23793 1.07340 1.57463 0.3 1.7 -0.5 -0.341
C 3.04505 1.74848 2.43278 -3.6 0.2 -2.6 -0.208
C 3.72762 1.86582 3.68253 1.3 0.0 0.3 -0.441
H 7.44682 -0.08601 2.71142 -0.2 -2.2 -0.4 0.167
H 7.41499 0.85159 4.21571 -0.4 0.5 -1.5 0.181
H 7.84859 1.50049 2.40814 -0.4 -0.6 1.8 0.201
H 5.18377 1.04945 4.67927 1.0 -0.6 -0.7 0.171
H 5.35747 -1.17010 3.28326 -0.5 0.3 0.4 0.225
H 3.95268 -0.82858 4.43256 0.5 0.1 -1.5 0.213
H 3.13938 -1.72771 2.39912 -1.4 -0.9 0.2 0.216
H 4.13945 -0.95758 1.35349 -0.1 1.0 -0.5 0.202
H 1.10882 -1.93799 0.98923 -0.6 0.8 0.1 0.229
H -3.93684 -2.49983 -1.06113 0.4 -0.4 0.2 0.194
H -2.94743 -2.50587 -2.52901 -0.4 -0.2 -1.0 0.205
H -5.04731 -0.37269 -1.28095 0.6 -0.6 0.0 0.219
H -6.56740 1.12393 -2.78020 0.6 0.0 -0.1 0.213
H -7.39299 1.60857 -4.94813 1.3 -1.5 -0.1 0.215
H -6.58085 0.18647 -7.00600 0.4 0.1 1.1 0.223
H -4.69494 -1.29667 -6.60432 0.7 -1.3 -1.8 0.206
H -3.35593 -1.44360 -4.45395 -1.9 0.7 -0.6 0.217
H -2.26713 0.84053 -1.94353 0.1 1.0 -0.6 0.206
H -3.17178 0.71616 -0.36505 0.2 0.3 -0.5 0.210
H 2.14823 2.35564 2.51015 -0.2 0.2 -0.5 0.221
H 3.65618 2.14357 1.61808 -0.1 -0.5 -0.3 0.209
H 4.08604 2.86144 3.99684 -0.3 -0.2 -0.7 0.235
H 3.09097 1.50189 4.43838 -0.9 -0.3 1.2 0.216
```
Forces are in eV/Å.

Calculated total energy (eV): -30683.268
SMILES: COC1CCN(c2cc(C(=O)N3CC(c4ccccc4)C3)no2)CC1
LUMO level (eV): 0.661
HOMO level (eV): -8.2



Record 2
Here is the molecule C7H5N3OS2 in a non-equilibrium geometry from the Open Molecules 2025 dataset. Energies are from ωB97M-V/def2-TZVPD.

```
18
Properties=species:S:1:pos:R:3:forces:R:3:nbo_charge:R:1
O 0.39107 1.86977 0.15304 0.3 2.5 -0.1 -0.482
C 0.71140 0.75703 -0.01805 -3.2 -3.2 0.7 0.682
N -0.35150 -0.27348 -0.11341 0.5 6.3 -0.5 -0.637
C -1.71206 -0.04532 -0.06203 1.9 -3.2 -0.4 0.276
N -2.28252 1.03954 0.06238 -2.9 2.1 0.5 -0.440
C -3.69675 0.83701 0.06254 6.8 -8.8 -1.7 -0.003
C -4.08502 -0.43868 -0.15614 6.3 3.0 0.8 -0.396
S -2.72098 -1.49946 -0.24838 0.2 0.8 0.0 0.286
C 2.06637 0.18652 -0.02011 -0.4 0.2 2.2 -0.020
C 2.89267 0.30257 -1.03546 2.0 -1.1 0.2 -0.382
S 4.39122 -0.42921 -0.62969 0.3 -0.3 1.1 0.386
C 3.78038 -0.76684 1.01115 1.7 -1.9 1.0 -0.109
N 2.56624 -0.36646 1.17305 -0.3 -0.3 -0.6 -0.424
H -0.07812 -1.13992 -0.02611 1.8 -5.6 0.4 0.382
H -4.15650 1.60797 0.16350 -6.1 8.8 1.2 0.173
H -4.91653 -0.88335 -0.22066 -6.6 -2.7 -0.4 0.202
H 2.76916 0.74261 -1.96865 -0.4 0.6 -1.4 0.251
H 4.43145 -1.50028 1.87305 -2.1 2.7 -2.9 0.256
```
Forces are in eV/Å.

Calculated total energy (eV): -35525.413
SMILES: O=C(Nc1nccs1)c1cscn1
LUMO level (eV): 0.519
HOMO level (eV): -8.6



Record 3
Here is the molecule N2O3S in a non-equilibrium geometry from the Open Molecules 2025 dataset. Energies are from ωB97M-V/def2-TZVPD.

```
6
Properties=species:S:1:pos:R:3:forces:R:3:nbo_charge:R:1
O -1.43404 -0.65237 -0.71967 0.0 1.7 0.1 -0.154
N -0.94831 0.42529 -0.58173 -2.3 -1.0 -2.0 -0.008
S 0.16793 0.68331 0.73422 2.0 5.4 0.5 1.258
O 0.92705 1.97925 0.27671 -2.2 -4.4 1.5 -0.844
N 0.98294 -0.72266 0.18797 1.2 -2.6 -0.9 -0.061
O 0.30444 -1.71282 0.10250 1.2 0.9 0.8 -0.191
```
Forces are in eV/Å.

Calculated total energy (eV): -19950.813
SMILES: O=NS(=O)#[N+][O-]
LUMO level (alpha / beta) (eV): -2.277 / -2.355
HOMO level (alpha / beta) (eV): -10.0 / -9.9